[1]
Density functional theory data (ωB97M-V/def2-TZVPD) for one molecule with the formula C7H13NO in a non-equilibrium geometry.

ORCA input file:
```
! wB97M-V def2-TZVPD RIJCOSX def2/J DEFGRID3
* xyz 0 1
C -1.95472 -0.44395 0.82116
C -0.46768 -0.28295 0.93373
N 0.30252 -1.22503 0.15219
C 0.50546 -2.67882 0.02704
C 0.87066 -0.36317 -0.71823
O 1.44990 -0.71190 -1.76621
C 0.41448 0.94511 -0.21392
C 1.50754 1.83935 0.37456
C -0.49537 1.74062 -1.19795
H -2.47789 0.14765 1.56872
H -2.05513 -1.55264 0.88746
H -2.24302 -0.02816 -0.11135
H -0.07917 -0.18688 1.98369
H 0.31729 -3.09581 -1.04720
H 1.48378 -2.89977 0.33284
H -0.20250 -3.17079 0.77016
H 2.13168 1.16287 1.08282
H 1.08847 2.60522 0.86727
H 2.03490 2.27568 -0.57116
H 0.00701 2.41846 -1.94966
H -1.03023 2.39678 -0.51937
H -1.10797 1.10814 -1.70659
*
```

Values from the calculation:
SMILES string   C[C@H]1N(C)C(=O)C1(C)C
Gap between HOMO and LUMO   0.3642 Ha
E_LUMO   0.0298 hartree
Relative energy (zero: lowest compared OMol25 entry of this formula, charge and spin)   2.3126 eV
Molar mass   127.2 g mol⁻¹
HOMO energy   -0.3344 Ha

Atomic partial charges in e from the natural (NBO) method, atoms 1 to 8:
1 C -0.649
2 C 0.023
3 N -0.462
4 C -0.411
5 C 0.638
6 O -0.641
7 C -0.040
8 C -0.606

=====

[2]
Density functional theory data (ωB97M-V/def2-TZVPD) for an isolated ion of composition C2H5FNO2S and charge -1 in a non-equilibrium geometry.

ORCA input file:
```
! wB97M-V def2-TZVPD RIJCOSX def2/J DEFGRID3
* xyz -1 1
C -0.91046 -0.65104 1.06785
C -0.75444 0.59270 0.21094
N -0.04329 0.55943 -1.09517
O -0.05765 -0.67111 -1.87060
O 1.99945 -0.77096 -0.23712
F 2.97221 1.28645 -1.24360
S 1.51858 -0.04522 -1.39188
H 0.10980 -0.93110 1.46577
H -1.40509 -0.18896 1.88195
H -1.40698 -1.46966 0.58068
H -1.82729 0.86468 -0.18620
H -0.19485 1.42479 0.81738
*
```

Values from the calculation:
Gap between HOMO and LUMO   0.3072 Ha
E_LUMO   0.1493 hartree
Relative energy (zero: lowest compared OMol25 entry of this formula, charge and spin)   0.7736 eV
Molar mass   126.1 g mol⁻¹
HOMO energy   -0.1579 Ha

Atomic partial charges in e from the natural (NBO) method, atoms 1 to 8:
1 C -0.646
2 C -0.230
3 N -0.417
4 O -0.662
5 O -0.981
6 F -0.766
7 S 1.677
8 H 0.231

=====

[3]
Density functional theory data (ωB97M-V/def2-TZVPD) for an isolated ion of composition C8H15N2 and charge +1 in a non-equilibrium geometry.

ORCA input file:
```
! wB97M-V def2-TZVPD RIJCOSX def2/J DEFGRID3
* xyz 1 1
C 0.58225 1.27872 -0.01080
C -0.75442 0.94205 0.26285
C 1.63560 0.37418 -0.05949
C -1.80990 1.99903 -0.01069
C 3.03032 0.93480 0.25183
C -2.55849 -1.17204 -1.03115
C 2.17668 -1.85730 0.21636
C -2.06294 -1.11238 0.50638
N -1.00287 -0.19021 0.72498
N 1.29443 -0.85682 -0.26689
H 0.72392 2.36402 -0.00523
H -1.53285 2.70574 0.66857
H -1.44734 2.31760 -0.97291
H -2.76836 1.63013 -0.13120
H 3.87294 0.33327 -0.17979
H 3.03838 1.80960 -0.27701
H 3.14383 1.09395 1.33554
H -2.93468 -0.15417 -1.28174
H -3.43758 -1.83968 -0.92753
H -1.79080 -1.47366 -1.63538
H 1.58791 -2.59487 0.75841
H 2.56111 -2.23203 -0.69022
H 3.02237 -1.39127 0.67220
H -1.62242 -2.02907 1.06169
H -2.94708 -0.87958 1.02120
*
```

Values from the calculation:
Gap between HOMO and LUMO (spin up / spin down)   0.2585 / 0.2770 Ha
E_LUMO (spin up / spin down)   -0.2301 / -0.2297 hartree
Relative energy (zero: lowest compared OMol25 entry of this formula, charge and spin)   4.8355 eV
Molar mass   139.2 g mol⁻¹
HOMO energy (spin up / spin down)   -0.4886 / -0.5068 Ha

Atomic partial charges in e from the natural (NBO) method, atoms 1 to 8:
1 C -0.075
2 C 0.254
3 C 0.190
4 C -0.624
5 C -0.665
6 C -0.586
7 C -0.464
8 C -0.286

=====

[4]
Density functional theory data (ωB97M-V/def2-TZVPD) for one molecule with the formula C27H28BrNO2S in a non-equilibrium geometry.

ORCA input file:
```
! wB97M-V def2-TZVPD RIJCOSX def2/J DEFGRID3
* xyz 0 1
C -6.62926 -2.63271 4.59689
C -5.71969 -2.06067 3.54903
C -6.16110 -1.93692 2.23282
C -5.31666 -1.46585 1.22325
C -3.96324 -1.22658 1.48739
C -2.90194 -1.01690 0.37770
C -3.45969 -1.28767 -0.97670
C -3.44293 -0.48936 -2.12378
C -3.01833 0.95695 -2.35618
C -4.05409 1.84448 -1.66782
C -2.98713 1.22116 -3.86674
C -1.62486 1.20593 -1.78608
N -3.99765 -1.20056 -3.14172
C -4.36328 -2.46633 -2.71813
C -5.00623 -3.47200 -3.41419
C -5.35591 -4.62576 -2.70009
C -5.00833 -4.75294 -1.34252
C -4.30813 -3.74261 -0.66410
C -4.01995 -2.56255 -1.34815
C -1.63796 -1.84706 0.60613
Br -0.49319 -2.20638 -0.95976
S -0.48759 -1.19920 1.91553
O -1.01130 0.12508 2.24974
O -0.42345 -2.23738 2.93080
C 1.21415 -0.76626 1.47828
C 2.20692 -1.74954 1.53313
C 3.54744 -1.36642 1.50272
C 3.88946 -0.01303 1.43551
C 2.89236 0.96293 1.39210
C 1.54976 0.58995 1.41460
C -3.59354 -1.16346 2.83689
C -4.42083 -1.64701 3.84662
H -6.14831 -2.63273 5.57799
H -7.56533 -2.06398 4.66676
H -6.89552 -3.66629 4.34194
H -7.17775 -2.24271 1.98360
H -5.72486 -1.31389 0.22472
H -2.62357 0.04461 0.39655
H -4.10775 1.61926 -0.59541
H -3.78719 2.90222 -1.79019
H -5.04982 1.68267 -2.10150
H -2.31690 0.51752 -4.38037
H -3.98735 1.17912 -4.31756
H -2.59799 2.22974 -4.05145
H -0.91687 0.44702 -2.13960
H -1.27708 2.19527 -2.11283
H -1.61775 1.20423 -0.69266
H -4.11299 -0.88298 -4.09848
H -5.22043 -3.33188 -4.47197
H -5.90111 -5.42955 -3.19522
H -5.29265 -5.65562 -0.79772
H -3.98505 -3.85922 0.37080
H -1.88735 -2.85282 0.98883
H 1.91633 -2.79371 1.62629
H 4.32100 -2.13313 1.55327
H 4.93462 0.28377 1.42533
H 3.14013 2.02223 1.35638
H 0.76676 1.34766 1.42325
H -2.65000 -0.72590 3.12765
H -4.03831 -1.69490 4.86914
*
```

Values from the calculation:
SMILES string   Cc1ccc([C@H](c2c(C(C)(C)C)[nH]c3ccccc23)[C@@H](Br)S(=O)(=O)c2ccccc2)cc1
Gap between HOMO and LUMO   0.2993 Ha
E_LUMO   0.0161 hartree
Relative energy (zero: lowest compared OMol25 entry of this formula, charge and spin)   0.0000 eV
Molar mass   510.5 g mol⁻¹
HOMO energy   -0.2832 Ha

Atomic partial charges in e from the natural (NBO) method, atoms 1 to 8:
1 C -0.628
2 C -0.019
3 C -0.225
4 C -0.211
5 C 0.051
6 C -0.373
7 C -0.058
8 C 0.219

=====

[5]
Density functional theory data (ωB97M-V/def2-TZVPD) for a 2-piece molecular cluster, C3H8O2 overall in a non-equilibrium geometry.

ORCA input file:
```
! wB97M-V def2-TZVPD RIJCOSX def2/J DEFGRID3
* xyz 1 2
C 0.64873 -3.36441 0.01178
C 1.59626 -3.47099 -1.14716
H 0.39971 -2.30935 0.22645
H 1.19977 -3.50192 0.96381
H -0.26110 -3.94105 0.03659
H 2.58701 -3.22312 -0.78459
H 1.72297 -4.52141 -1.40174
H 1.31006 -2.78105 -1.94097
O 0.15775 3.14181 0.48821
C -1.04485 2.96753 0.40002
O -1.55469 1.78324 0.34987
H -1.78356 3.77402 0.37217
H -0.84331 1.24771 0.76753
*
```

Values from the calculation:
⟨S²⟩   0.76
Gap between HOMO and LUMO (spin up / spin down)   0.2716 / 0.0850 Ha
E_LUMO (spin up / spin down)   -0.2400 / -0.4254 hartree
Relative energy (zero: lowest compared OMol25 entry of this formula, charge and spin)   2.6857 eV
Molar mass   76.1 g mol⁻¹
HOMO energy (spin up / spin down)   -0.5116 / -0.5104 Ha

Atomic partial charges in e from the natural (NBO) method, atoms 1 to 8:
1 C -0.602
2 C -0.616
3 H 0.167
4 H 0.209
5 H 0.215
6 H 0.208
7 H 0.221
8 H 0.204

=====

[6]
Density functional theory data (ωB97M-V/def2-TZVPD) for a 2-piece molecular cluster, C5H10O overall.

ORCA input file:
```
! wB97M-V def2-TZVPD RIJCOSX def2/J DEFGRID3
* xyz 0 1
C -2.01370 -0.84948 0.19451
C -1.02876 0.01371 -0.54821
C 0.28379 -0.11620 -0.44705
C 1.41939 -0.88423 0.06739
C 1.60646 0.21491 -0.98275
H -2.96311 -0.33230 0.36678
H -1.61579 -1.17888 1.16042
H -2.23276 -1.74836 -0.39389
H -1.42121 0.76253 -1.23648
H 1.80370 -0.65821 1.06044
H 1.50147 -1.92687 -0.23036
H 2.13611 1.10696 -0.65159
H 1.79299 -0.06158 -2.01768
O 0.31547 1.87938 1.61693
H -0.32976 1.37061 1.10741
H 0.74569 2.40803 0.93414
*
```

Values from the calculation:
SMILES string   CC=C1CC1.O
Gap between HOMO and LUMO   0.3833 Ha
E_LUMO   0.0358 hartree
Relative energy (zero: lowest compared OMol25 entry of this formula, charge and spin)   2.0290 eV
Molar mass   86.1 g mol⁻¹
HOMO energy   -0.3474 Ha

Atomic partial charges in e from the natural (NBO) method, atoms 1 to 8:
1 C -0.645
2 C -0.219
3 C 0.001
4 C -0.451
5 C -0.443
6 H 0.217
7 H 0.221
8 H 0.220

=====

So what do the calculations give for E_tot? Going down the list: -404.44248; -782.41562; -422.91662; -4223.08542; -269.14849; -271.67805 Ha.